103
Properties=species:S:1:pos:R:3:forces:R:3:mulliken_charge:R:1 method="wB97M-V/def2-TZVPD" max_force_ev_per_a=2.21 relative_energy_kj_mol=307.3 gap_ha=0.22481 homo_ev=-5.90
Y -0.1689 -0.4154 -0.4367 1.27 1.75 0.49 -1.127
Cl -0.4166 -3.2115 -1.4457 -0.07 -0.46 -0.22 -0.058
Cl -1.1159 -2.2073 1.6279 -0.20 -0.43 0.42 0.134
Cl -3.9939 0.4670 -2.9594 -0.34 0.36 0.01 -0.259
Cl -3.2587 -0.3215 1.5338 -0.69 -0.01 0.42 -0.078
P 1.6476 -0.5823 1.7697 0.84 -0.01 1.67 0.430
O 1.8290 -1.5158 -0.7923 0.54 -0.12 -0.30 0.530
O 1.8470 0.6088 -1.3182 -0.04 0.32 -0.08 -0.789
N -1.9203 -0.7478 -1.2225 -1.39 -0.18 -0.24 0.161
N -0.5627 1.2549 1.4897 0.18 -0.05 0.03 0.793
N -0.3567 1.2763 -3.4290 0.04 -0.21 0.14 0.467
N 0.8163 0.2317 3.0470 0.23 -0.05 0.04 0.692
N -0.7111 1.6808 -2.1091 0.29 0.29 0.17 -0.485
N 2.9781 -3.1500 -2.4761 -0.42 -0.12 0.60 0.002
C 1.3729 -2.1598 -4.7201 -0.07 -0.01 -0.05 -0.754
C -2.8515 -2.0127 1.3152 -0.28 0.13 -0.45 -0.241
C -1.7180 3.1094 -4.3642 0.16 -0.20 0.02 -1.774
C 5.3179 1.2389 1.7503 0.12 0.06 0.03 -0.758
C 1.4891 -3.6204 -4.3859 0.07 0.00 0.07 1.178
C 0.7881 -5.9034 -4.6993 -0.05 -0.06 -0.04 -0.528
C -1.9141 3.1394 2.0804 -0.06 -0.02 -0.13 -1.088
C 2.3436 -0.5388 -1.4349 0.44 -0.10 -0.25 2.240
C 2.4177 -3.2185 1.6640 -0.03 0.03 -0.08 -0.651
C 1.5006 -6.3018 -3.5835 -0.06 -0.06 0.02 -1.012
C 1.1407 -2.6729 3.6268 0.10 0.01 -0.03 0.292
C 4.0880 0.7419 1.3499 -0.09 -0.04 -0.03 -0.302
C -3.1659 -3.1706 -4.3734 -0.03 -0.13 -0.04 -0.517
C -1.4416 3.0878 3.3881 0.23 -0.30 -0.12 -0.417
C -0.0770 -4.1902 -6.2884 0.02 0.01 0.00 -2.002
C 2.4398 -4.5477 2.0416 0.04 -0.08 0.04 -0.646
C -2.1461 -3.5912 -3.5264 -0.06 -0.14 -0.10 -0.912
C 5.3125 -1.1214 -4.4255 -0.12 -0.05 -0.01 -0.637
C 5.8085 0.9476 3.0125 0.03 0.08 -0.09 -0.543
C 2.2383 -5.3716 -2.8844 0.00 0.02 -0.08 -0.815
C 3.4554 -0.7761 -2.3823 0.02 -0.27 -0.11 0.544
C -1.7247 -2.7632 -2.5219 -0.27 0.46 -0.03 1.105
C -0.0881 1.2189 2.7410 -0.19 0.02 -0.06 0.052
C 3.6499 -2.0539 -2.9480 0.45 0.36 0.08 -0.545
C 1.7479 -2.2771 2.4405 -0.12 0.06 -0.04 -0.152
C 3.8618 -0.3721 3.4705 0.02 0.04 -0.05 -0.670
C 4.1930 0.3040 -2.8611 0.05 -0.05 0.02 -0.984
C -0.5164 2.1245 3.7208 -0.09 0.09 0.00 -1.189
C -1.4541 2.2000 1.1834 -0.17 0.40 0.08 -0.460
C -3.7390 -1.9161 -4.1834 0.04 -0.16 -0.21 -0.565
C 5.1289 0.1356 -3.8595 0.03 0.25 0.04 -0.783
C -0.4244 1.5333 -5.8064 -0.06 0.14 0.27 -1.695
C -0.4218 2.3023 -4.4819 -0.08 0.26 -0.27 1.492
C 2.2562 -4.0455 -3.2943 0.01 -0.38 -0.30 -0.734
C -2.2727 -1.4655 -2.2430 -0.90 -0.70 -0.56 -1.153
C 1.1936 -3.9996 4.0173 -0.01 -0.12 0.12 -0.666
C 1.8243 -4.9411 3.2201 0.01 -0.01 0.05 -0.664
C 4.5815 -2.1990 -3.9837 -0.11 0.00 0.04 -0.323
C 0.7648 -4.5749 -5.1051 0.04 -0.13 -0.06 1.184
C 3.3510 -0.0572 2.2134 -0.17 0.02 -0.30 0.721
C 5.0829 0.1347 3.8705 0.00 0.02 0.11 -0.749
C -3.3033 -1.1058 -3.1691 0.36 -0.18 0.02 0.576
C 0.7766 3.2615 -4.4207 -0.23 -0.21 0.05 -1.561
H -3.5109 -3.8149 -5.1666 -0.05 -0.06 -0.07 0.416
H 2.4694 -2.9398 -1.6184 0.12 -0.04 -0.24 0.045
H -1.7011 3.7642 -3.4919 -0.04 0.04 0.02 0.319
H 2.2896 -1.7675 -5.1637 -0.04 0.08 -0.02 0.390
H -2.5781 2.4461 -4.2933 -0.05 -0.03 0.00 0.270
H -1.7305 1.7512 -2.1013 0.27 -0.21 0.13 0.199
H 3.6941 0.9801 0.3712 -0.04 0.06 -0.05 0.383
H 4.0012 1.2777 -2.4349 0.00 0.11 0.01 0.506
H -0.3057 2.5905 -1.8537 -0.08 -0.15 -0.23 0.301
H -4.5284 -1.5769 -4.8388 -0.06 0.05 -0.03 0.428
H 0.5165 -3.6894 -7.0519 0.01 0.06 -0.08 0.382
H -1.6888 -4.5614 -3.6458 0.08 -0.12 -0.05 0.597
H 0.5569 -1.9833 -5.4125 -0.08 0.04 -0.02 0.572
H 1.2716 0.3188 3.9483 -0.15 0.05 -0.11 0.404
H 5.8854 1.8671 1.0795 0.06 0.04 -0.05 0.443
H -1.2965 0.8851 -5.8488 -0.08 -0.07 0.00 0.337
H -1.8285 2.1744 0.1685 -0.07 0.00 -0.04 0.454
H 0.8766 3.6827 -3.4210 0.03 0.10 0.11 0.309
H 0.4648 0.9114 -5.8898 0.14 -0.07 -0.04 0.297
H 4.7060 -3.1766 -4.4242 0.05 -0.12 -0.04 0.510
H 2.7938 -5.6480 -2.0022 0.16 -0.04 0.08 0.568
H 2.9302 -5.2777 1.4139 0.06 -0.04 -0.03 0.466
H 5.7026 0.9782 -4.2101 0.08 0.11 -0.05 0.447
H 3.3014 -1.0156 4.1362 0.01 -0.07 0.05 0.312
H -3.0197 -2.2507 0.2639 0.06 -0.02 0.19 0.038
H 0.5881 0.8955 -3.4025 -0.13 0.11 0.16 -0.146
H 6.0263 -1.2570 -5.2237 0.10 0.00 -0.07 0.410
H -0.8841 -3.5214 -5.9898 -0.04 0.06 -0.04 0.366
H 6.7535 1.3611 3.3305 0.11 0.00 0.02 0.391
H 0.6465 4.0848 -5.1198 0.04 0.08 -0.08 0.460
H 0.5976 -1.9566 4.2284 -0.02 0.02 0.01 0.387
H -0.5269 -5.0737 -6.7338 -0.03 -0.07 -0.05 0.362
H 1.1602 -1.5827 -3.8176 0.01 0.03 0.00 -0.409
H -1.8325 3.7354 -5.2482 0.01 0.03 -0.02 0.538
H 1.4785 -7.3320 -3.2609 0.00 -0.10 0.01 0.395
H -0.4532 2.2228 -6.6480 0.07 0.05 -0.09 0.464
H 0.7293 -4.3037 4.9444 -0.06 -0.03 0.05 0.437
H 2.8972 -2.9026 0.7480 0.03 -0.06 -0.03 0.318
H -2.6328 3.8811 1.7757 -0.10 0.05 -0.08 0.476
H 1.8353 -5.9789 3.5203 0.01 -0.07 0.01 0.411
H 1.6988 2.7378 -4.6624 0.15 -0.06 -0.03 0.340
H -1.7946 3.7836 4.1338 -0.01 0.08 0.05 0.430
H -3.4124 -2.6331 2.0120 0.18 0.10 -0.05 0.433
H -0.1204 2.0502 4.7216 0.04 -0.02 0.11 0.450
H 0.2193 -6.6338 -5.2572 -0.07 -0.05 -0.07 0.361
H 5.4640 -0.0954 4.8555 0.05 -0.03 0.04 0.424

---

115
Properties=species:S:1:pos:R:3:forces:R:3:mulliken_charge:R:1 method="wB97M-V/def2-TZVPD" max_force_ev_per_a=0.46 relative_energy_kj_mol=0.0 gap_ha="0.26516 / 0.26102" homo_ev="-6.75 / -6.60"
V -0.1939 -0.7329 0.7088 0.18 -0.42 0.03 0.237
S -2.3026 -1.8352 0.8713 0.05 0.02 0.03 -0.632
P 1.4645 -3.6338 0.9777 0.00 0.05 0.09 -1.073
P 1.9320 3.1591 -0.8901 -0.30 0.20 0.11 -0.466
O -2.5720 2.1181 -0.9885 -0.23 -0.16 0.08 -0.732
O -1.1815 0.8069 0.1185 0.03 -0.06 -0.10 0.376
O 1.4205 0.3417 -0.1749 -0.16 -0.18 0.06 1.516
N 0.7027 -2.2611 0.8414 -0.22 0.15 -0.08 0.166
N 0.6473 4.1844 -0.8240 0.20 0.04 -0.14 1.014
N 1.4440 1.9383 -1.8039 0.31 0.04 -0.29 -0.696
N 0.0189 0.1242 3.7072 -0.25 -0.16 -0.07 -0.401
N 2.3904 2.9653 0.6772 0.09 0.03 0.00 0.687
N 3.2940 3.7571 -1.6235 0.06 -0.09 0.16 1.006
C -5.7056 -0.1338 2.1489 -0.01 0.01 0.00 -0.550
C 1.5817 -5.8246 2.8296 0.00 -0.03 0.02 -2.030
C -0.6498 -5.2346 1.9029 0.02 0.01 -0.05 -1.665
C -0.9713 6.5373 -1.6351 -0.02 0.03 0.02 -0.746
C 0.5522 -0.2136 -2.3435 -0.02 -0.04 -0.03 -1.359
C 1.7740 -6.0297 -0.5884 -0.04 0.00 -0.02 -1.997
C 1.9606 3.0283 3.0920 -0.03 0.02 0.01 -1.448
C 2.2544 -3.8397 -1.6800 0.03 -0.04 0.00 -2.025
C 0.5185 6.5902 -1.2737 0.04 0.03 0.01 -0.869
C 3.2730 -2.6210 2.8224 0.06 -0.01 0.01 -2.036
C 4.2383 -4.3869 1.3395 -0.01 -0.02 0.04 -1.956
C -4.5758 1.5603 0.9024 -0.03 0.01 -0.01 -0.662
C -3.5052 0.6984 0.6672 0.00 0.03 -0.05 -0.206
C 1.3529 2.8089 1.7160 -0.06 -0.12 -0.05 -0.255
C 5.8844 4.3452 -2.7657 0.03 0.02 -0.02 -0.799
C -2.3778 1.2507 -0.1523 0.03 0.05 0.07 0.643
C 4.9567 3.2943 -3.3643 0.00 -0.02 0.00 -0.798
C -0.0679 -0.1899 2.5618 0.23 0.07 0.19 0.407
C 5.6069 4.5115 -1.2761 -0.01 0.01 0.02 -0.846
C -5.6693 1.1626 1.6467 0.01 0.00 0.00 -0.629
C 1.1813 0.7367 -1.3549 -0.12 -0.02 0.09 0.301
C -1.5073 5.1012 -1.5351 0.00 -0.06 0.01 -0.926
C 0.7026 -4.6633 2.3557 0.00 0.01 -0.06 2.268
C 0.8294 5.5193 -0.2397 -0.03 -0.05 0.04 -0.879
C -3.5350 -0.6087 1.1704 0.04 -0.03 -0.01 0.973
C 3.4996 1.2798 2.1114 0.07 0.01 0.03 0.701
C 3.1178 2.0480 3.3724 0.02 0.02 0.02 -1.043
C -0.0713 -4.4515 -1.2099 0.00 0.04 0.04 -1.542
C 3.7400 -2.0858 0.4857 0.01 0.00 -0.03 -2.573
C 3.6449 2.2173 0.9256 -0.05 0.01 -0.02 -1.020
C 3.5045 3.6359 -3.0661 -0.11 0.03 -0.07 -0.962
C 0.3741 -3.7356 3.5372 0.02 -0.02 0.07 -1.510
C -4.6589 -1.0022 1.9074 -0.01 -0.01 0.01 -0.867
C 4.1303 4.7945 -1.0212 -0.02 0.04 0.00 -0.865
C 1.3603 -4.5561 -0.6571 0.01 0.01 -0.01 2.192
C -0.4338 4.0695 -1.8340 0.02 -0.05 0.01 -0.443
C 3.2514 -3.2184 1.4064 0.00 -0.01 -0.02 2.712
H -0.6036 -0.1027 4.4732 0.07 0.05 0.02 0.324
H 3.8698 5.7736 -1.4522 0.00 -0.01 0.01 0.407
H 2.4892 -5.4897 3.3268 0.00 0.04 0.06 0.319
H 0.1607 5.6368 0.6217 0.01 0.02 0.02 0.460
H -1.3122 -4.4562 1.5271 -0.02 0.05 -0.07 0.126
H 0.8924 1.8149 1.6422 0.15 0.28 0.00 -0.286
H -1.5328 7.1822 -0.9550 -0.01 0.01 -0.02 0.294
H 4.3695 -4.7584 0.3250 -0.01 -0.01 -0.06 0.298
H 4.6560 -1.6788 0.9220 0.01 0.02 0.00 0.594
H 6.9306 4.0815 -2.9321 0.00 0.00 0.00 0.400
H 1.8456 5.6113 0.1426 0.00 0.01 0.00 0.690
H 5.7139 5.3012 -3.2734 0.00 0.01 0.00 0.299
H 0.7969 7.5756 -0.8957 0.00 0.00 0.01 0.484
H 2.8422 1.3442 4.1593 -0.01 -0.01 0.00 0.359
H -0.2941 -2.9367 3.2186 -0.01 0.03 -0.03 0.049
H -2.3384 4.9451 -2.2228 -0.01 -0.02 0.02 0.550
H 4.4456 0.7521 2.2544 0.00 0.00 0.00 0.552
H 3.9543 -5.2222 1.9793 0.06 0.05 -0.09 0.282
H 0.5667 3.5344 1.5268 -0.02 0.01 0.00 0.678
H -4.5251 2.5525 0.4731 0.00 0.00 0.00 0.452
H 3.0699 -3.3538 3.5994 0.09 -0.04 -0.02 0.386
H 1.8623 -6.4979 2.0188 0.00 0.04 0.06 0.279
H -6.5562 -0.4706 2.7289 0.00 0.00 0.00 0.366
H -4.6926 -2.0151 2.2884 0.00 0.00 0.00 0.443
H 5.1804 2.3108 -2.9404 0.00 -0.01 0.00 0.282
H 2.5646 -1.7960 2.9134 -0.02 -0.02 0.01 0.273
H 3.0046 -1.2855 0.4078 0.00 0.00 0.01 0.508
H 4.2743 -2.2229 3.0037 0.02 0.00 -0.01 0.629
H 3.3133 -4.0097 -1.5001 0.03 -0.02 0.01 0.267
H 1.7667 -6.4346 -1.6037 0.00 0.00 -0.01 0.532
H 4.4551 2.9294 1.1235 0.02 -0.01 -0.01 0.360
H -1.1247 6.9371 -2.6394 0.02 -0.02 -0.02 0.343
H -0.8571 3.0699 -1.7743 0.04 0.17 -0.05 0.137
H 5.0987 3.2260 -4.4448 -0.01 0.00 -0.01 0.394
H 1.1358 6.4019 -2.1573 0.00 0.00 0.00 0.177
H 0.2302 -1.1445 -1.8708 0.01 0.04 0.00 -0.205
H 2.3103 4.0616 3.1593 0.01 0.01 -0.01 0.375
H -0.4450 -3.4290 -1.1683 -0.01 0.01 0.00 0.068
H -0.7807 -5.0859 -0.6912 -0.05 -0.03 0.08 0.324
H -0.2967 0.2700 -2.8251 0.01 -0.01 0.01 0.305
H 3.2551 4.5947 -3.5455 -0.01 -0.02 -0.02 0.354
H 3.9851 -2.4258 -0.5150 0.03 -0.01 -0.01 0.213
H -0.5505 -6.0244 1.1611 0.00 0.01 -0.02 0.278
H 2.0236 -4.2421 -2.6690 0.00 0.00 0.00 0.698
H 3.9150 1.6461 0.0352 0.02 0.00 0.00 0.633
H 2.0638 -2.7661 -1.6990 0.00 0.00 0.00 0.192
H 1.0828 -6.6287 0.0023 -0.01 0.02 -0.01 0.303
H 5.8878 3.5964 -0.7476 -0.01 -0.02 0.01 0.220
H 3.9898 2.5995 3.7340 0.00 -0.01 0.02 0.465
H 5.2143 -4.0297 1.6792 0.01 0.00 -0.01 0.530
H 1.1690 2.9139 3.8343 0.01 0.00 0.00 0.380
H -0.0506 -4.7682 -2.2555 -0.01 -0.01 0.00 0.549
H -6.4873 1.8471 1.8275 -0.01 0.01 0.00 0.387
H 2.7490 0.5287 1.8717 -0.08 -0.05 0.00 -1.092
H 1.2528 -3.3011 4.0077 -0.21 -0.03 -0.02 0.309
H -0.1459 -4.3339 4.2900 -0.01 0.00 0.01 0.558
H -0.0364 4.2222 -2.8447 0.02 0.04 -0.02 0.242
H 6.2046 5.3261 -0.8606 0.00 0.00 0.01 0.397
H -1.8998 4.9004 -0.5354 0.00 0.00 -0.01 0.219
H 2.7762 -6.1705 -0.1884 0.05 0.00 0.02 0.298
H 1.2882 -0.4605 -3.1116 -0.02 0.02 -0.02 0.388
H 3.9299 4.8412 0.0474 0.00 0.00 0.02 0.568
H 2.8275 2.8795 -3.4543 0.03 0.00 0.00 0.487
H -1.1296 -5.6747 2.7804 0.00 -0.01 0.00 0.616
H 1.0113 -6.4091 3.5559 -0.01 0.00 0.01 0.537

---

14
Properties=species:S:1:pos:R:3:forces:R:3:nbo_charge:R:1 method="wB97M-V/def2-TZVPD" max_force_ev_per_a=6.07 relative_energy_kj_mol=325.2 gap_ha=0.31767 homo_ev=-9.54
Cl -2.3448 -2.4049 -2.3454 1.01 1.23 2.33 -0.072
Cl 0.9913 2.9992 2.1876 0.14 1.65 0.83 0.111
S -0.4744 0.9945 0.6764 1.69 -1.46 -0.99 0.399
O 0.6698 -2.3179 -1.3806 1.01 -0.43 -1.05 -0.502
C 1.0586 1.7211 1.1474 -1.52 -1.89 -0.83 -0.220
C 2.1304 0.9804 0.7999 0.07 -0.68 0.14 -0.296
C 0.4322 -0.4791 -0.0086 3.05 4.58 2.55 -0.312
C -1.5634 -1.4464 -0.8754 -1.84 0.66 1.60 -0.486
C 1.7794 -0.2928 0.2289 1.27 1.29 1.00 -0.106
C 0.0517 -1.4040 -0.9410 -5.44 -2.08 -0.18 0.486
H 3.1389 1.3034 1.0315 -0.08 -0.22 0.03 0.238
H 2.6585 -0.9693 0.1664 -1.29 -0.01 -0.83 0.253
H -1.5910 -2.0350 0.2958 -0.66 1.37 -3.77 0.258
H -2.2982 -0.2464 -0.6951 2.59 -4.01 -0.82 0.250